A 3-piece molecular cluster, C6H13NO overall, computed with wB97M-V/def2-TZVPD.

Values from the calculation:
- Gap between HOMO and LUMO: 4.56 eV
- 2S+1: 1
- Max |F|: 2.47 eV Å⁻¹
- DFT total energy: -366.06575 a.u.
- Energy above the lowest of the compared OMol25 structures with the same formula, charge and spin: 10.018 eV

Atoms and positions in Å:
C  -0.631062  2.939005  -0.592088
C  -1.182848  3.068333  0.811782
N  -2.010025  4.030157  1.139212
C  2.177890  -2.619253  1.966136
C  -0.230566  -1.768602  -0.679782
C  0.204106  -2.500717  0.448702
C  1.587935  -2.424072  0.782783
H  0.387703  3.349401  -0.654189
H  -1.183014  3.641644  -1.205386
H  -1.118794  4.598982  0.909769
H  -0.638514  2.482680  1.579380
H  1.624919  -3.019058  2.809286
H  3.207077  -2.367425  2.134344
H  -1.305126  -1.593755  -0.750110
H  0.193621  -0.773488  -0.808015
H  -0.061035  -2.221635  -1.702962
H  -0.396019  -3.177931  1.049240
H  2.252858  -2.155328  -0.032285
H  -1.328828  -0.847324  -3.562280
H  -0.551355  1.910322  -0.937077
O  -0.998924  -0.551937  -2.706459

Forces on the atoms, in the same order (eV/Å):
0.81 0.84 0.45
0.48 0.75 -0.03
2.12 -0.88 0.91
-0.90 -0.49 0.47
-1.82 0.83 0.83
1.17 -0.36 -0.19
0.97 -0.06 -0.52
0.19 -0.29 0.40
-0.47 -0.54 -0.46
-1.68 1.18 -1.04
-1.05 -1.11 -0.06
-0.04 0.22 0.10
0.32 -0.09 -0.08
0.02 -0.32 0.15
0.60 -0.22 0.01
-0.01 0.36 -0.41
-0.39 0.21 -0.10
-0.21 0.56 -0.06
-0.12 0.34 -0.08
-0.44 -0.02 -0.25
0.44 -0.93 -0.02



An isolated ion of composition C6H15N3S and charge +2, computed with wB97M-V/def2-TZVPD.

Values from the calculation:
- Charge: +2
- Gap between HOMO and LUMO: 7.51 eV
- 2S+1: 1
- Max |F|: 6.89 eV Å⁻¹
- DFT total energy: -799.25885 a.u.
- Energy above the lowest of the compared OMol25 structures with the same formula, charge and spin: 2.773 eV

Atoms and positions in Å:
C  0.586180  0.378866  -0.094676
C  -2.817582  0.025248  -0.889285
C  2.971178  -0.302326  -0.114493
C  1.361653  -2.048563  -0.356017
C  -1.064467  -1.048263  1.185833
C  -0.371435  2.985691  0.313437
N  -1.520443  0.445180  -0.724432
N  1.612891  -0.628119  -0.303523
N  -0.760028  -0.063683  0.150228
S  1.049271  1.990357  -0.129984
H  -3.174835  -0.821439  -0.284992
H  -3.109581  0.153849  -1.895193
H  -3.497640  0.780261  -0.677644
H  3.179784  0.821158  0.273783
H  3.480962  -0.230443  -1.040191
H  3.392526  -1.002671  0.472368
H  0.333381  -2.256406  -0.395002
H  1.884122  -2.676856  0.314382
H  1.658774  -2.286823  -1.289629
H  -1.571240  -1.984835  0.897989
H  -1.520645  -0.475800  1.913353
H  -0.156035  -1.347558  1.545786
H  -1.307408  2.447090  0.248381
H  -0.454547  3.712774  -0.403595
H  -0.184843  3.433321  1.283121

Forces on the atoms, in the same order (eV/Å):
4.33 -3.42 0.04
-0.13 -1.94 1.69
0.58 5.82 -0.91
-1.17 0.98 0.35
-0.74 -0.62 -1.37
-0.26 -1.51 1.51
1.06 -0.42 0.64
-5.18 3.90 2.34
-0.50 0.22 -3.11
0.23 -0.05 -0.24
0.25 -0.07 -0.70
0.22 -0.92 -1.97
-1.23 2.46 1.38
-0.79 -2.77 -0.30
0.57 -0.40 -1.20
1.63 -2.21 2.13
-1.33 -0.35 0.32
0.58 -0.13 1.24
1.32 -1.29 -3.22
-0.30 0.85 -0.34
-1.52 0.71 1.84
2.36 -0.67 1.15
0.01 -0.09 0.42
0.13 1.98 -1.84
-0.10 -0.07 0.15



C3H7Br2N as an isolated structure, computed with wB97M-V/def2-TZVPD.

Values from the calculation:
- Gap between HOMO and LUMO: 8.90 eV
- 2S+1: 1
- Max |F|: 4.68 eV Å⁻¹
- DFT total energy: -5321.15738 a.u.
- Energy above the lowest of the compared OMol25 structures with the same formula, charge and spin: 2.233 eV

Atoms and positions in Å:
C  -0.891638  0.646904  0.158213
C  1.530468  0.340236  -0.363437
C  0.492152  0.088148  0.402001
N  -0.942466  -1.471266  -2.277817
Br  -0.250148  -3.117637  -2.158122
Br  -2.894171  -1.558639  -2.891208
H  -1.132171  1.174389  1.015545
H  -0.887274  1.344939  -0.754888
H  -1.724817  -0.065000  0.076139
H  1.759979  0.976823  -1.188489
H  -1.250504  -1.102966  -1.303169
H  2.454283  -0.108834  0.083779
H  0.464657  -0.487451  1.229390

Forces on the atoms, in the same order (eV/Å):
0.66 0.39 -2.74
2.66 -1.37 2.17
-2.36 2.15 -3.41
-3.15 2.57 1.09
0.65 -1.53 0.37
1.32 0.01 0.20
-0.68 1.51 1.66
-0.22 -1.01 1.37
0.31 -0.18 -0.12
-0.87 0.32 -0.55
1.29 -1.13 -1.84
-0.50 0.35 -0.79
0.90 -2.08 2.59



C31H44BIrN9S as an isolated structure, computed with wB97M-V/def2-TZVPD.

Values from the calculation:
- Charge: +2
- Gap between HOMO and LUMO (spin up / spin down): 8.04 / 5.44 eV
- 2S+1: 6
- Max |F|: 0.90 eV Å⁻¹
- DFT total energy: -2227.23996 a.u.
- Energy above the lowest of the compared OMol25 structures with the same formula, charge and spin: 1.498 eV

Atoms and positions in Å:
Ir  0.118885  0.434615  0.132570
C  -2.924585  1.142421  -1.091917
C  -3.588861  1.342331  0.270904
C  -4.756296  2.331701  0.147046
C  -2.626251  1.809767  1.339143
C  -2.916219  2.558315  2.482699
C  -1.699500  2.824537  3.077959
N  -0.730731  2.270183  2.336931
N  -1.294873  1.643458  1.267487
B  0.778903  2.612219  2.300766
N  1.044614  3.191948  0.877746
C  1.416689  4.423799  0.516331
C  1.365740  4.528252  -0.862838
C  0.928184  3.286139  -1.320045
N  0.744803  2.485188  -0.261196
C  0.678010  2.817122  -2.727499
C  -0.301109  3.751532  -3.442671
C  1.996852  2.682655  -3.501399
N  1.698936  1.353591  2.455356
C  2.639969  1.142301  3.383847
C  3.552182  0.231776  2.888137
C  3.128400  -0.057341  1.582363
N  1.964052  0.588641  1.356879
C  3.953205  -0.749336  0.503080
C  5.411565  -0.260350  0.612093
C  3.437725  -0.499736  -0.915660
H  -3.646264  0.745261  -1.811686
H  -2.111536  0.419783  -1.048870
H  -2.533328  2.093353  -1.482244
H  -4.001706  0.382108  0.586276
H  -4.389742  3.344690  -0.047923
H  -5.364109  2.357881  1.053953
H  -5.410992  2.040898  -0.682988
H  -3.891673  2.882682  2.824797
H  -1.456850  3.407102  3.961125
H  1.045871  3.419603  3.156498
H  1.694245  5.156709  1.266585
H  1.606278  5.398619  -1.459904
H  0.220707  1.830404  -2.651718
H  0.108686  4.765274  -3.506530
H  -1.261822  3.808253  -2.920682
H  -0.484281  3.399773  -4.461715
H  2.528039  3.641025  -3.523292
H  1.804062  2.379813  -4.536657
H  2.659439  1.938274  -3.043628
H  2.634318  1.698373  4.319248
H  4.453588  -0.118271  3.382345
H  3.967341  -1.823817  0.684500
H  5.449031  0.827795  0.511500
H  6.014456  -0.699733  -0.188727
H  5.874738  -0.529672  1.567508
H  3.392664  0.578825  -1.120226
H  2.452142  -0.921226  -1.093121
H  4.120986  -0.948874  -1.641830
C  1.623481  -3.538619  2.618375
N  1.413648  -3.701358  1.191986
C  2.167411  -4.751069  0.528199
C  0.211149  -3.060199  0.631211
C  0.170305  -2.568901  -0.808820
C  0.175287  -3.508958  -1.836385
C  0.122790  -3.128703  -3.173479
C  0.014427  -1.783436  -3.491359
C  -0.056544  -0.845045  -2.473379
C  0.032211  -1.207256  -1.131848
H  1.234319  -4.436114  3.117351
H  1.109573  -2.657619  2.989018
H  2.686854  -3.482590  2.831420
H  3.003880  -5.060680  1.147667
H  2.521778  -4.397310  -0.436442
H  1.503472  -5.599939  0.354674
H  -0.044315  -2.268184  1.303277
H  -0.583301  -3.812530  0.742378
H  0.167119  -4.573444  -1.599227
H  0.143843  -3.884318  -3.956548
H  -0.041770  -1.463894  -4.526138
H  -0.185383  0.193547  -2.743254
S  -1.866531  -1.299424  2.066486
C  -3.055939  -2.087806  1.166196
N  -4.216544  -2.448936  1.801095
C  -5.271007  -3.026892  1.183307
C  -5.205132  -3.281441  -0.140007
C  -4.005253  -2.931690  -0.771666
N  -2.969192  -2.363961  -0.164670
H  -4.258155  -2.254777  2.786113
H  -6.129011  -3.258535  1.798230
H  -6.027749  -3.739300  -0.668765
H  -3.880276  -3.131223  -1.835736

Forces on the atoms, in the same order (eV/Å):
0.06 0.17 -0.01
-0.07 0.30 -0.02
0.05 0.18 -0.03
-0.07 -0.02 -0.06
0.12 0.11 -0.29
-0.30 0.02 0.16
0.08 0.13 0.06
-0.02 -0.11 -0.05
-0.06 -0.07 0.34
0.04 0.06 0.02
-0.07 -0.14 -0.34
0.08 0.16 0.05
0.06 0.30 -0.13
0.05 -0.08 0.02
0.07 0.02 0.17
0.13 0.18 0.10
-0.02 0.09 -0.03
0.05 0.01 -0.01
-0.21 0.02 0.05
-0.01 0.15 0.10
0.25 -0.11 0.04
0.08 -0.04 -0.20
0.13 -0.03 0.37
-0.07 0.24 0.07
-0.01 -0.05 0.07
0.11 0.20 0.05
0.04 0.10 0.07
0.10 -0.17 0.01
-0.08 -0.20 0.09
0.00 -0.12 0.08
-0.04 -0.13 0.01
0.06 0.02 -0.07
0.13 0.04 0.17
0.27 -0.07 -0.09
-0.05 -0.16 -0.24
-0.08 -0.23 -0.23
-0.07 -0.17 -0.17
-0.04 -0.18 0.14
0.01 0.16 0.03
-0.07 -0.14 -0.01
0.14 0.01 -0.05
0.02 0.04 0.11
-0.08 -0.15 -0.02
0.02 0.05 0.18
-0.11 0.14 -0.06
-0.02 -0.19 -0.32
-0.28 0.15 -0.19
-0.10 -0.25 0.09
0.02 -0.09 -0.01
-0.11 0.04 0.12
-0.12 0.05 -0.18
0.01 -0.19 0.04
-0.01 -0.03 0.02
-0.05 0.06 0.09
-0.11 -0.06 -0.18
-0.11 -0.01 -0.07
-0.12 0.41 0.02
0.49 -0.37 -0.65
0.31 -0.39 0.05
-0.06 -0.19 -0.04
0.00 -0.11 0.00
-0.03 -0.08 -0.11
-0.04 -0.17 -0.23
0.14 0.17 0.41
0.00 0.04 0.03
-0.03 0.00 -0.03
0.17 0.00 -0.04
-0.03 0.04 0.04
-0.03 0.08 -0.16
-0.08 -0.08 -0.02
0.03 0.25 0.18
-0.01 -0.13 0.11
0.13 0.19 -0.01
-0.01 0.17 0.17
0.01 -0.04 0.08
-0.05 -0.16 -0.02
-0.58 0.22 0.13
-0.10 -0.03 -0.49
-0.10 -0.14 -0.17
0.03 0.14 0.57
-0.09 -0.13 -0.42
0.63 0.25 0.03
-0.32 -0.15 0.14
-0.05 0.08 0.34
0.02 0.02 0.06
0.06 0.03 0.00
0.04 0.06 0.16